The following is a DFT calculation (ωB97M-V with the def2-TZVPD basis set) of a 8-piece molecular cluster, C75H168BrN3P3 overall.

Results
HOMO-LUMO gap = 2.3946 eV
highest occupied orbital energy = -11.849 eV
net charge = +5

Each line ends with the Mulliken charge.
Geometry (Å):
1 H 3.353 -10.963 2.575  0.300
2 H -14.257 -7.107 -1.620  0.411
3 H -12.497 -7.890 1.364  0.686
4 H 7.594 -15.518 -2.008  0.395
5 C 5.214 14.089 5.820  -0.759
6 H -1.267 9.714 4.986  0.339
7 H -6.169 0.210 -1.812  0.357
8 H 1.715 6.457 -7.223  0.378
9 H 5.424 0.844 0.121  0.325
10 C 7.410 1.484 0.153  -0.922
11 P 2.061 12.207 3.738  0.683
12 C 1.347 4.905 -5.914  -0.643
13 H 0.799 15.582 1.295  0.372
14 C -2.634 -1.398 1.406  -0.502
15 H -4.251 0.331 -4.115  -0.118
16 H -15.860 -0.513 3.272  0.378
17 H 4.750 15.006 6.070  0.410
18 H 3.705 11.932 2.033  0.605
19 H 0.133 3.357 -7.770  0.424
20 H 0.324 5.227 -5.987  0.446
21 H -0.758 15.459 3.223  0.288
22 C -11.904 -6.937 1.248  -1.356
23 H 11.061 -0.426 -2.247  0.855
24 H 0.274 3.095 -4.355  0.238
25 H 6.473 -17.211 -1.212  0.358
26 H -5.716 -0.536 -4.083  0.485
27 C -10.323 -7.834 3.008  -0.700
28 H -2.925 -1.074 2.427  0.309
29 C 0.837 11.210 4.469  -0.930
30 H -5.284 -0.705 1.433  0.431
31 C -15.557 -8.686 -0.875  -0.411
32 H -13.914 -5.039 2.842  0.629
33 H -1.677 7.297 3.752  0.361
34 C 5.549 3.032 0.196  -1.511
35 H -5.281 1.673 -2.154  0.342
36 H -15.471 -3.822 1.406  0.379
37 H 11.526 3.145 -4.850  0.352
38 C -5.237 0.584 -2.247  -0.574
39 H 4.409 13.959 3.745  0.335
40 H -3.618 -2.748 -0.098  0.335
41 H 4.881 7.758 2.963  0.328
42 C -14.669 -2.330 2.785  -0.388
43 C -4.033 -0.010 -1.630  -0.643
44 H 2.555 13.566 5.510  0.672
45 C -15.683 -1.218 2.441  -1.323
46 C 0.017 14.842 1.238  -0.746
47 H 8.011 0.687 -1.698  0.528
48 N 1.378 3.401 -6.079  0.273
49 H 8.725 -1.066 1.983  0.350
50 H 5.651 -12.464 0.940  0.319
51 H -15.944 -10.496 -2.092  0.384
52 H 10.615 4.501 -4.278  0.358
53 H 10.679 1.394 -2.809  0.314
54 H 11.514 -1.524 -0.987  0.608
55 H 8.073 -15.293 0.738  0.336
56 H -12.048 -6.590 3.256  0.389
57 H 0.144 8.615 4.767  0.314
58 H 12.506 3.128 -2.345  0.335
59 H -10.165 -7.717 4.079  0.383
60 H -12.520 -3.948 2.409  0.551
61 H 10.760 -3.742 3.286  0.306
62 C 5.108 -13.472 0.698  -0.809
63 H 9.019 -4.570 -2.779  0.261
64 H -7.059 1.664 -4.040  0.365
65 H -9.058 -8.156 1.215  0.291
66 C 2.566 -12.411 1.281  -0.536
67 C 2.010 4.517 -8.230  -0.577
68 C 10.584 -2.926 -2.826  -0.573
69 H -11.306 -7.105 0.382  0.660
70 H -16.465 -8.075 -1.155  0.298
71 H -8.872 -2.392 -2.490  0.416
72 H 11.829 1.723 -0.572  0.584
73 C -3.757 -2.175 0.794  -0.772
74 H 2.489 10.748 1.775  0.808
75 H 3.319 9.225 3.124  0.331
76 H 10.247 -0.718 4.060  0.376
77 C -13.418 -4.478 2.043  -1.175
78 H 6.441 -14.136 -1.701  0.292
79 H -3.930 -1.081 -1.961  0.066
80 H 9.993 -3.158 4.837  0.357
81 C 0.004 10.379 3.502  -0.362
82 H 12.341 4.582 -4.144  0.375
83 H -15.465 -5.904 0.116  0.497
84 H -4.035 1.383 1.557  0.474
85 H -11.349 -2.970 -2.347  0.449
86 C -0.055 1.341 -5.561  -0.403
87 C -1.165 15.227 2.205  -0.999
88 H 4.851 9.573 1.256  0.341
89 H -13.505 -8.385 -0.593  0.249
90 H 0.246 11.770 5.280  0.541
91 C 1.402 13.687 2.942  -0.764
92 H -4.107 -2.917 1.482  0.453
93 H -2.118 8.617 2.706  0.371
94 C 4.529 13.350 4.668  -0.603
95 H -2.009 -0.775 -0.487  0.200
96 C 10.043 -3.017 3.756  -1.212
97 C -11.192 -6.678 2.581  -0.629
98 H 6.178 14.376 5.445  0.417
99 C 5.350 13.310 7.088  -1.149
100 H 5.214 12.564 4.439  0.219
101 H -14.163 -2.825 0.719  0.377
102 H 5.895 1.638 -1.359  0.353
103 H -6.091 1.452 -5.510  0.378
104 H 1.589 2.379 -8.082  0.351
105 N -3.937 -0.031 -0.044  0.422
106 C -6.063 1.512 -4.384  -1.496
107 H -0.332 14.810 0.215  0.390
108 C -2.493 -0.325 0.350  -0.444
109 C 9.805 -1.178 1.973  -0.501
110 H -5.394 1.422 0.499  0.368
111 C 7.374 -14.604 0.216  -0.575
112 H 1.515 10.472 4.982  0.446
113 H 1.087 12.863 0.872  0.434
114 C 10.566 2.307 -2.186  -0.474
115 H 3.980 -13.413 2.776  0.394
116 H -9.147 -2.342 -0.737  0.284
117 H 7.447 1.356 1.282  0.297
118 H -0.433 1.025 -6.558  0.293
119 H -14.863 -7.074 1.391  0.476
120 H 7.897 2.440 0.024  0.369
121 C 10.329 0.105 1.395  -1.033
122 P 9.960 0.340 -0.409  0.438
123 H 10.495 -4.888 -3.874  0.371
124 H 1.748 -12.661 0.719  0.529
125 C -10.626 -3.632 -1.858  -0.581
126 H 7.879 -9.621 -1.044  -0.256
127 H 5.567 12.307 6.785  0.318
128 H 3.026 -14.447 1.590  0.321
129 C 8.151 0.411 -0.659  -1.012
130 H 4.361 13.186 7.548  0.278
131 C 10.654 -0.999 -1.447  -1.273
132 C -9.217 -3.029 -1.634  -1.248
133 H 11.212 -3.405 -2.129  0.383
134 N 6.095 -14.603 0.977  0.300
135 H -10.936 -8.743 2.877  0.334
136 H -12.330 -5.722 -1.500  0.599
137 C 3.625 -13.423 1.666  -0.300
138 H 10.386 2.569 0.049  0.571
139 C -8.939 -7.909 2.283  -1.172
140 H -10.388 -4.983 -0.312  0.245
141 H 11.486 -1.480 3.089  0.365
142 C 0.147 2.815 -5.378  -0.675
143 H -3.181 0.588 -1.840  0.319
144 H 2.974 4.143 -8.546  0.316
145 C 0.579 13.428 1.661  -0.277
146 H 3.521 3.408 -5.961  0.384
147 H -8.493 -3.834 -1.472  0.352
148 C -1.130 -0.823 -4.801  -1.180
149 H 9.090 -3.422 3.464  0.342
150 P -13.138 -5.715 0.736  1.112
151 H -16.644 -1.679 2.228  0.344
152 H -10.736 -5.677 2.615  0.395
153 H 6.118 3.830 -0.143  0.450
154 H 6.726 -15.639 2.567  0.546
155 H -0.803 10.993 3.027  0.158
156 H 1.714 -11.649 2.676  0.309
157 H 4.226 10.311 4.172  0.395
158 H -1.678 -1.184 -5.757  0.272
159 H -1.888 14.399 2.268  0.274
160 H 5.946 10.546 2.186  0.394
161 C 5.442 -15.993 0.401  -0.508
162 C -14.623 -6.615 0.400  -0.884
163 H -14.244 -10.273 -1.626  0.352
164 C -0.637 9.230 4.227  -0.349
165 C -1.305 8.222 3.284  -1.401
166 C 3.080 11.226 2.577  -1.334
167 H -15.001 -2.868 3.629  0.372
168 Br -0.789 2.388 -1.849  -0.671
169 H 4.348 -15.922 0.387  0.270
170 H -8.411 -8.744 2.659  0.431
171 H -13.661 -1.838 3.123  0.274
172 C 2.425 -11.193 1.968  -0.944
173 H -0.759 1.079 -2.970  0.256
174 H 11.228 4.360 -2.028  0.276
175 H -8.279 -6.982 2.360  0.250
176 H 7.853 -0.614 -0.516  0.694
177 H -2.067 0.636 0.567  0.416
178 H -3.781 2.082 -0.060  0.353
179 C 3.945 10.121 3.130  -0.703
180 H 1.965 -10.379 1.282  0.317
181 H -10.453 -4.393 -2.618  0.303
182 H 0.868 0.772 -5.523  0.245
183 H 3.139 5.616 -6.677  0.384
184 C 1.188 3.314 -7.632  -0.598
185 H 6.107 13.670 7.781  0.358
186 C -14.526 -3.339 1.597  -0.800
187 H -0.355 12.852 1.831  0.009
188 H -5.465 2.412 -4.136  0.364
189 H 2.719 3.052 -4.516  0.475
190 H 2.822 1.818 -5.721  0.305
191 C 2.151 5.484 -7.005  -0.752
192 C 6.022 -16.154 -1.048  -0.464
193 C 10.441 -1.526 3.304  -0.648
194 C -15.171 -9.741 -1.833  -1.242
195 C -14.371 -7.672 -0.707  -0.711
196 C 9.683 -1.974 -2.129  -0.490
197 H -1.747 -1.997 1.566  0.390
198 H -15.018 -9.251 -2.893  0.267
199 C 2.683 2.857 -5.571  -1.060
200 H 9.505 2.544 -2.407  0.251
201 C -4.334 1.317 0.508  -1.142
202 H 6.305 7.902 1.970  0.395
203 H -1.716 16.114 1.795  0.368
204 H 11.463 0.167 1.315  0.513
205 H 10.093 0.967 2.029  0.576
206 C -5.297 0.356 -3.790  0.071
207 C 5.786 8.387 2.770  -1.183
208 H 9.269 -3.719 -4.360  0.339
209 C 10.780 1.895 -0.755  -0.887
210 C 3.143 12.761 5.033  -1.091
211 H 6.528 8.598 3.607  0.282
212 H 10.152 -1.968 1.341  0.263
213 H -2.047 1.219 -4.928  0.057
214 H -11.145 -3.355 0.237  0.287
215 H -0.600 7.954 2.520  0.353
216 H 5.749 -16.704 1.118  0.413
217 H -5.623 -1.346 -0.145  0.325
218 C 11.486 3.924 -4.096  -1.342
219 C 5.168 9.786 2.286  -0.563
220 C -11.081 -4.190 -0.545  -0.418
221 C -12.466 -4.894 -0.744  -1.469
222 H -0.106 -1.172 -4.671  0.441
223 H -1.715 -1.281 -3.948  0.142
224 C 5.997 1.678 -0.256  -0.317
225 H 6.642 -13.915 2.913  0.343
226 H 0.684 14.145 3.660  0.283
227 H 4.904 -13.556 -0.420  0.358
228 C 6.101 -14.786 2.448  -1.234
229 C -1.090 0.651 -4.685  -0.127
230 H -15.487 -0.524 1.608  0.333
231 H 5.098 -16.248 -1.665  0.318
232 H 11.284 -2.439 -3.575  0.311
233 H 1.754 5.154 -4.971  0.460
234 H -0.671 3.430 -5.829  0.268
235 C 9.827 -4.074 -3.494  -1.295
236 H 2.255 14.327 2.745  0.454
237 H 4.527 3.172 -0.056  0.456
238 H 1.496 4.953 -9.089  0.361
239 H 5.150 -15.023 2.931  0.428
240 H 9.066 -1.522 -2.909  0.281
241 H -15.813 -9.016 0.149  0.376
242 H 3.207 11.995 5.839  0.567
243 H 0.688 10.107 2.665  0.324
244 C -4.807 -1.103 0.526  -0.620
245 H 9.079 -2.464 -1.411  0.456
246 C 6.974 -15.027 -1.241  -0.639
247 H -13.252 -4.268 -1.191  0.693
248 H 5.547 2.978 1.299  0.317
249 H 7.791 -13.593 0.422  0.420
250 C 11.472 3.457 -2.657  -0.468

The following is a DFT calculation (ωB97M-V with the def2-TZVPD basis set) of a 2-piece molecular cluster, H4O2 overall.

Results
HOMO-LUMO gap = 11.9734 eV
highest occupied orbital energy = -11.210 eV
energy above the lowest of the compared OMol25 structures with the same formula, charge and spin = 18.2 kJ/mol

Each line ends with the Mulliken charge.
Geometry (Å):
1 O -1.228 -0.194 -0.001  -0.630
2 O 1.724 -0.087 0.098  -0.659
3 H 1.236 -0.831 -0.245  0.315
4 H 1.269 0.616 -0.448  0.334
5 H -1.957 0.312 -0.284  0.304
6 H -1.044 0.183 0.881  0.336

The following is a DFT calculation (ωB97M-V with the def2-TZVPD basis set) of one molecule with the formula C4H8N2O2.

Results
HOMO-LUMO gap = 10.2696 eV
highest occupied orbital energy = -9.747 eV
energy above the lowest of the compared OMol25 structures with the same formula, charge and spin = 270.6 kJ/mol

Each line ends with the Mulliken charge.
Geometry (Å):
1 C -1.285 1.423 -0.079  0.482
2 C 0.110 1.074 -0.385  -0.606
3 O 3.128 -0.595 0.380  -0.454
4 H 0.782 1.614 0.383  0.303
5 H 2.539 -1.634 -1.249  0.260
6 H -1.006 -1.676 0.092  0.276
7 C 0.729 -0.562 -0.049  0.090
8 N -1.811 0.711 1.049  -0.333
9 H 0.780 -0.328 1.063  0.253
10 H -2.787 0.885 1.261  0.217
11 H -1.311 0.091 1.615  0.195
12 H 0.328 1.315 -1.361  0.374
13 C 2.194 -0.875 -0.354  -0.121
14 N -0.140 -1.761 -0.378  -0.573
15 H -0.313 -1.963 -1.336  0.223
16 O -1.939 2.281 -0.654  -0.588

The following is a DFT calculation (ωB97M-V with the def2-TZVPD basis set) of an isolated ion of composition C21H17N2O4S2 and charge -1.

Results
HOMO-LUMO gap = 7.1211 eV
highest occupied orbital energy = -4.287 eV
energy above the lowest of the compared OMol25 structures with the same formula, charge and spin = 0.0 kJ/mol
net charge = -1

Each line ends with the Mulliken charge.
Geometry (Å):
1 S 1.224 1.336 2.812  1.522
2 C -0.252 1.743 1.998  0.007
3 H -4.680 3.628 -1.511  0.347
4 C 1.229 -1.152 3.995  -0.188
5 H 1.240 -3.091 4.930  0.395
6 C -3.215 0.041 3.513  -0.471
7 H 1.931 -0.513 0.722  0.239
8 C -2.761 -2.712 3.446  -0.809
9 H 2.359 -2.957 0.741  0.374
10 H -4.857 -0.403 4.834  0.348
11 C -3.443 2.403 -2.818  -0.437
12 H -1.185 -2.250 2.032  0.421
13 C 0.607 2.038 -0.869  -0.175
14 H 1.575 1.815 -0.428  0.487
15 C -3.696 3.196 -1.684  -0.663
16 O 2.308 1.815 1.962  -0.729
17 H -3.364 1.118 3.544  0.400
18 H -4.451 -2.868 4.793  0.353
19 H 0.952 -0.605 4.893  0.433
20 C -1.977 -1.854 2.665  -0.012
21 H 0.688 3.506 1.455  0.628
22 C -0.276 3.032 1.244  -1.363
23 N -0.336 2.752 -0.184  0.090
24 O -0.923 -0.269 0.466  -0.703
25 H -4.258 2.216 -3.517  0.347
26 C -2.177 1.862 -3.066  -0.657
27 C 1.859 -3.184 2.849  -0.433
28 H 2.078 -4.256 2.876  0.347
29 O -2.608 1.468 1.159  -0.643
30 C -3.809 -2.197 4.215  -0.322
31 C -1.435 2.929 -1.017  0.940
32 S -1.466 0.620 1.486  1.620
33 C 1.385 -0.446 2.799  -0.164
34 C -2.696 3.413 -0.728  -0.697
35 C -4.039 -0.818 4.245  -0.689
36 O 1.176 1.723 4.208  -0.782
37 C 1.418 -2.532 4.008  -0.576
38 C 1.787 -1.092 1.633  -0.003
39 H -2.553 -3.782 3.438  0.374
40 C 2.029 -2.466 1.661  -0.644
41 H -2.863 3.941 0.211  0.299
42 H -1.121 3.659 1.542  0.127
43 C -1.134 2.175 -2.192  0.590
44 H -1.959 1.192 -3.898  0.394
45 C -2.197 -0.476 2.707  -0.054
46 N 0.163 1.699 -2.085  -0.871

The following is a DFT calculation (ωB97M-V with the def2-TZVPD basis set) of C4H7N2 as an isolated structure.

Results
HOMO-LUMO gap (alpha / beta) = 8.8369 / 9.2439 eV
highest occupied orbital energy (alpha / beta) = -13.718 / -13.946 eV
energy above the lowest of the compared OMol25 structures with the same formula, charge and spin = 737.3 kJ/mol
net charge = +1

Each line ends with the Mulliken charge.
Geometry (Å):
1 C -1.097 0.284 -0.060  -0.296
2 H -1.367 0.639 -1.087  0.348
3 H -0.433 -0.712 1.860  0.414
4 H -1.995 0.234 0.654  0.277
5 C 0.878 1.194 -0.524  -0.186
6 C 0.714 -0.444 -1.067  -0.304
7 H -0.479 -1.802 -0.057  0.235
8 C 0.303 -0.241 1.251  -0.264
9 H 1.390 -0.429 1.548  0.294
10 N 0.060 1.048 0.596  -0.273
11 N -0.146 -0.894 -0.024  0.031
12 H 0.891 -0.938 -2.001  0.385
13 H 1.281 2.060 -1.088  0.340

The following is a DFT calculation (ωB97M-V with the def2-TZVPD basis set) of CrH14O7 as an isolated structure.

Results
HOMO-LUMO gap (alpha / beta) = 9.0207 / 10.5261 eV
highest occupied orbital energy (alpha / beta) = -24.621 / -24.599 eV
energy above the lowest of the compared OMol25 structures with the same formula, charge and spin = 57.2 kJ/mol
2S+1 = 4
⟨S²⟩ = 3.76
net charge = +3

Each line ends with the Mulliken charge.
Geometry (Å):
1 H -11.003 -16.737 2.243  0.329
2 O -9.914 -13.561 5.174  -0.401
3 Cr -10.497 -14.048 2.983  0.825
4 H -7.836 -13.824 3.111  0.323
5 H -8.131 -12.441 2.570  0.303
6 O -8.556 -13.257 2.834  -0.199
7 H -10.131 -13.850 0.173  0.326
8 O -12.121 -14.631 4.095  -0.254
9 H -9.462 -16.196 4.532  0.317
10 H -9.130 -13.829 5.653  0.313
11 H -10.854 -12.573 0.543  0.271
12 O -11.231 -15.869 1.911  -0.374
13 O -10.494 -13.375 0.921  -0.250
14 H -8.895 -16.420 3.146  0.327
15 H -10.531 -11.378 3.712  0.342
16 H -12.556 -15.483 4.077  0.331
17 O -11.096 -12.012 3.270  -0.405
18 O -9.396 -15.792 3.667  -0.383
19 H -10.457 -13.121 5.828  0.317
20 H -12.813 -14.013 4.328  0.330
21 H -11.652 -11.482 2.700  0.322
22 H -11.573 -16.030 1.032  0.290

The following is a DFT calculation (ωB97M-V with the def2-TZVPD basis set) of a 2-piece molecular cluster, C2Cl4O overall.

Results
HOMO-LUMO gap = 8.1913 eV
highest occupied orbital energy = -8.982 eV
energy above the lowest of the compared OMol25 structures with the same formula, charge and spin = 236.4 kJ/mol

Each line ends with the Mulliken charge.
Geometry (Å):
1 C 1.306 0.085 -0.236  0.547
2 Cl 1.913 -1.515 -0.229  -0.087
3 Cl -1.859 -1.522 0.297  -0.042
4 O 0.246 0.484 -0.532  -0.320
5 Cl 2.507 1.126 0.326  -0.110
6 C -1.550 0.104 0.611  0.090
7 Cl -2.564 1.238 -0.236  -0.078

Question: Which formula does entry 1 have?
Answer: C75H168BrN3P3